{
  "formula": "C18H29KN6S3",
  "method": "ωB97M-V with the def2-TZVPD basis set",
  "symbols": ["K", "C", "C", "N", "C", "C", "N", "C", "C", "C", "N", "C", "C", "N", "C", "H", "H", "H", "H", "H", "H", "H", "H", "H", "H", "H", "H", "H", "H", "H", "H", "H", "H", "H", "H", "H", "H", "H", "H", "S", "C", "S", "C", "N", "N", "C", "C", "C", "C", "C", "C", "S", "H", "H", "H", "H", "H"],
  "xyz": [[-0.829, 0.777, -0.040], [-1.641, 3.054, 2.093], [-1.951, 1.861, 3.005], [-1.985, 0.530, 2.377], [-3.301, 0.128, 1.885], [-3.302, -1.250, 1.235], [-2.367, -1.379, 0.115], [-2.911, -2.049, -1.069], [-3.630, -1.110, -2.043], [-2.722, -0.312, -2.988], [-2.158, 0.920, -2.429], [-3.022, 2.104, -2.512], [-3.502, 2.628, -1.163], [-2.378, 2.929, -0.289], [-2.705, 3.436, 1.047], [-0.667, 2.924, 1.603], [-1.509, 3.903, 2.767], [-2.894, 2.067, 3.530], [-1.170, 1.834, 3.766], [-1.655, -0.153, 3.047], [-3.625, 0.859, 1.141], [-4.068, 0.141, 2.673], [-4.314, -1.420, 0.863], [-3.125, -2.018, 1.997], [-1.512, -1.824, 0.420], [-3.602, -2.849, -0.779], [-2.084, -2.531, -1.596], [-4.291, -0.431, -1.491], [-4.282, -1.727, -2.666], [-3.291, -0.091, -3.901], [-1.889, -0.951, -3.291], [-1.262, 1.115, -2.857], [-3.908, 1.892, -3.120], [-2.486, 2.909, -3.023], [-4.122, 1.871, -0.673], [-4.152, 3.496, -1.351], [-1.742, 3.570, -0.750], [-3.676, 3.031, 1.340], [-2.831, 4.524, 1.036], [7.498, 0.888, 1.098], [5.935, 0.578, 0.638], [4.721, 1.805, 0.476], [3.553, 0.644, -0.134], [4.026, -0.558, -0.159], [5.351, -0.583, 0.263], [5.995, -1.855, 0.168], [5.762, -2.636, -0.958], [6.359, -3.881, -1.066], [7.190, -4.350, -0.058], [7.412, -3.565, 1.063], [6.815, -2.318, 1.185], [1.955, 1.118, -0.514], [5.103, -2.261, -1.729], [6.176, -4.486, -1.946], [7.661, -5.321, -0.147], [8.056, -3.924, 1.857], [6.993, -1.702, 2.054]],
  "forces_ev_per_angstrom": [[0.6, -0.1, -0.1], [0.0, 0.1, 0.0], [0.0, 0.0, 0.0], [-0.2, 0.0, 0.1], [0.0, 0.1, -0.1], [0.0, 0.0, 0.0], [-0.2, -0.1, 0.0], [0.0, 0.0, 0.0], [0.1, 0.0, 0.0], [0.0, 0.0, 0.0], [-0.2, 0.0, 0.0], [0.0, -0.1, 0.0], [0.0, 0.1, 0.0], [-0.1, 0.0, 0.1], [0.0, 0.0, 0.0], [-0.1, 0.0, 0.1], [0.0, 0.0, 0.0], [0.0, 0.0, 0.0], [0.0, 0.0, 0.0], [0.0, 0.0, 0.0], [0.1, 0.0, 0.0], [0.0, 0.0, 0.1], [0.0, 0.0, 0.0], [0.0, 0.0, 0.0], [-0.1, -0.2, 0.0], [0.0, 0.0, 0.0], [0.0, 0.0, 0.0], [0.0, 0.0, 0.0], [0.0, 0.0, 0.0], [0.0, 0.0, 0.0], [0.0, 0.0, 0.0], [-0.1, 0.0, -0.1], [0.0, 0.0, -0.1], [0.0, 0.0, 0.0], [0.0, 0.0, 0.0], [0.0, 0.0, 0.0], [0.0, 0.0, 0.0], [0.0, 0.0, 0.0], [0.0, 0.0, 0.0], [0.0, -0.1, 0.1], [-0.1, 0.0, -0.2], [-0.1, 0.2, -0.1], [0.1, -0.1, 0.4], [0.2, 0.0, -0.1], [0.0, -0.2, 0.0], [0.0, 0.0, 0.0], [0.0, 0.1, 0.0], [0.0, 0.0, 0.0], [0.0, 0.0, 0.0], [0.0, 0.0, 0.0], [0.0, 0.0, 0.0], [0.1, 0.1, -0.2], [0.0, 0.0, 0.0], [0.0, 0.0, 0.0], [0.0, 0.0, 0.0], [0.0, 0.0, 0.0], [0.0, 0.0, 0.0]],
  "mulliken_charge": [0.876, -0.485, -0.939, -0.225, 0.039, -1.223, -0.065, -1.171, -0.121, -1.146, 0.029, -1.185, -0.457, -0.013, -1.091, 0.275, 0.369, 0.326, 0.466, 0.264, -0.228, 0.458, 0.440, 0.390, 0.363, 0.337, 0.483, 0.137, 0.447, 0.326, 0.486, 0.314, 0.332, 0.459, 0.188, 0.366, 0.246, 0.471, 0.481, -0.374, 0.218, -0.141, -0.049, -0.845, 0.618, 0.236, -0.248, -0.520, -0.437, -0.564, -0.397, -0.394, 0.442, 0.342, 0.371, 0.350, 0.371],
  "e_lumo_ev": -0.19,
  "gap_ev": 6.414,
  "e_homo_ha": -0.2427
}


{
  "formula": "C18H29N2NdO2P2S",
  "method": "ωB97M-V with the def2-TZVPD basis set",
  "symbols": ["C", "C", "N", "C", "C", "C", "C", "P", "Nd", "P", "C", "C", "C", "C", "C", "C", "C", "O", "O", "H", "H", "H", "C", "C", "H", "H", "H", "H", "C", "C", "H", "H", "H", "H", "H", "H", "H", "H", "H", "H", "H", "H", "H", "H", "H", "H", "H", "H", "H", "H", "H", "H", "S", "C", "N"],
  "xyz": [[1.163, -4.039, -0.186], [0.893, -2.662, -0.407], [0.730, -1.817, 0.688], [1.138, -2.266, 1.898], [1.521, -3.583, 2.132], [1.496, -4.494, 1.074], [0.784, -2.166, -1.732], [1.072, -0.491, -2.266], [-0.495, 0.390, 0.144], [-0.113, -0.033, 3.069], [1.275, -1.258, 3.023], [-1.194, 2.665, -0.778], [-0.229, 3.383, -1.454], [-0.481, 4.746, -1.733], [-1.714, 5.314, -1.388], [-2.708, 4.524, -0.797], [-2.453, 3.163, -0.511], [-2.362, -4.623, -2.931], [-1.930, 0.444, -2.955], [1.096, -4.691, -1.055], [1.828, -3.859, 3.141], [1.736, -5.540, 1.244], [2.902, -0.318, -2.320], [0.678, -0.684, -4.047], [1.323, -1.769, 3.995], [2.207, -0.685, 2.879], [-3.081, -4.926, -3.490], [0.467, -2.906, -2.482], [0.565, 1.191, 4.246], [-1.289, -0.965, 4.111], [0.721, 2.929, -1.763], [0.291, 5.353, -2.214], [-1.900, 6.373, -1.595], [-3.684, 4.958, -0.568], [-3.240, 2.531, -0.087], [-1.576, 1.488, 1.930], [-1.651, 1.333, -3.248], [-2.863, 0.392, -3.168], [-2.669, -4.794, -2.024], [-2.226, 1.442, 1.541], [3.268, -0.635, -3.307], [3.164, 0.733, -2.147], [3.342, -0.930, -1.525], [1.544, -1.111, -4.572], [-0.194, -1.339, -4.167], [0.449, 0.305, -4.465], [-1.052, -0.794, 5.168], [-2.300, -0.587, 3.918], [-1.255, -2.039, 3.882], [0.241, 0.937, 5.263], [1.660, 1.203, 4.186], [0.193, 2.187, 3.974], [2.038, 1.302, 0.821], [1.590, 2.824, 1.329], [1.286, 3.896, 1.729]],
  "forces_ev_per_angstrom": [[-0.1, -0.8, 0.8], [-0.5, 1.0, -0.8], [0.7, 0.0, -0.1], [0.5, -0.7, 0.4], [-0.1, 1.1, 0.8], [-0.5, 0.0, -1.2], [-0.8, -0.6, 0.7], [0.0, -0.6, 0.4], [0.6, -0.1, -1.6], [1.2, -0.9, 0.4], [-0.1, 0.0, -0.2], [0.5, -3.0, 0.5], [-0.3, 1.8, -0.3], [0.1, -0.5, -0.1], [0.1, -0.2, 0.0], [-0.2, -0.5, 0.0], [0.0, 2.0, -0.4], [-0.1, 0.0, 0.6], [0.3, 0.3, 0.0], [0.2, 0.0, 0.2], [-0.1, 0.0, -0.4], [0.0, 0.1, -0.1], [0.1, 0.4, -0.1], [-0.2, 0.3, -0.2], [0.1, 0.1, -0.2], [-0.3, -0.2, 0.0], [-0.1, -0.1, -0.1], [0.5, 0.3, 0.2], [-0.2, 0.4, 0.0], [-0.5, 0.1, 0.0], [-0.2, 0.2, 0.3], [-0.3, -0.1, 0.1], [0.0, -0.4, 0.1], [0.2, 0.0, -0.1], [0.1, 0.3, 0.1], [-0.7, 0.1, 0.1], [-0.2, -0.5, 0.5], [-0.2, 0.0, -0.1], [0.2, 0.1, -0.5], [0.0, 0.4, 0.2], [0.1, 0.0, 0.4], [0.1, -0.2, -0.1], [-0.1, 0.1, -0.2], [-0.3, 0.1, 0.2], [0.2, 0.3, 0.1], [0.1, -0.3, -0.1], [-0.1, -0.2, -0.2], [0.1, -0.2, 0.2], [0.0, 0.3, 0.0], [0.2, 0.1, -0.2], [-0.3, 0.0, 0.0], [0.2, -0.1, 0.2], [0.2, -0.3, -0.2], [-0.9, 2.9, 1.2], [0.7, -2.6, -0.9]],
  "mulliken_charge": [-0.976, 1.040, 0.055, 0.493, -0.870, -0.447, -1.496, 1.090, 0.540, 0.888, -0.962, 0.389, -0.244, -0.537, -0.420, -0.556, -0.411, -0.594, -0.539, 0.408, 0.367, 0.399, -1.258, -1.458, 0.374, 0.476, 0.298, 0.173, -1.256, -1.360, 0.172, 0.345, 0.345, 0.341, 0.294, 0.044, 0.303, 0.245, 0.308, 0.003, 0.422, 0.300, 0.327, 0.517, 0.314, 0.324, 0.404, 0.313, 0.360, 0.427, 0.341, 0.335, -0.265, 0.500, -0.623],
  "spin_multiplicity": 4,
  "e_lumo_ev": [-0.70, -0.65],
  "gap_ev": [5.597, 5.658],
  "e_homo_ha": [-0.2315, -0.2318]
}


{
  "formula": "C18H29N2O2P2Y",
  "method": "ωB97M-V with the def2-TZVPD basis set",
  "symbols": ["C", "C", "N", "C", "C", "C", "C", "P", "Y", "P", "C", "C", "C", "C", "C", "C", "C", "O", "O", "H", "H", "H", "C", "C", "H", "H", "H", "H", "C", "C", "H", "H", "H", "H", "H", "H", "H", "H", "H", "H", "H", "H", "H", "H", "H", "H", "H", "H", "H", "H", "H", "H", "N", "C"],
  "xyz": [[2.979, -0.659, -2.979], [2.222, -0.113, -1.926], [1.417, -0.966, -1.184], [1.328, -2.287, -1.487], [2.014, -2.817, -2.574], [2.840, -1.989, -3.337], [2.146, 1.327, -1.714], [1.546, 2.027, -0.172], [-0.433, 0.135, -0.289], [-0.936, -2.432, 0.354], [0.444, -3.210, -0.632], [-1.281, 1.035, 2.300], [-0.580, 1.261, 3.569], [-1.263, 1.609, 4.699], [-2.650, 1.873, 4.566], [-3.323, 1.650, 3.371], [-2.654, 1.132, 2.232], [0.046, 1.599, -3.688], [-1.391, 0.082, -2.415], [3.636, 0.015, -3.523], [1.870, -3.873, -2.810], [3.368, -2.390, -4.202], [2.948, 2.490, 0.928], [0.984, 3.666, -0.753], [-0.043, -3.935, -1.310], [1.082, -3.761, 0.090], [0.970, 1.579, -3.242], [2.969, 1.885, -2.184], [-0.985, -3.513, 1.813], [-2.400, -3.009, -0.567], [1.312, 0.083, 3.719], [-0.751, 1.714, 5.650], [-3.182, 2.275, 5.427], [-4.400, 1.859, 3.332], [-3.177, 0.841, 1.305], [-2.717, 1.971, -0.836], [-1.871, -0.602, -2.929], [-0.838, 0.680, -3.111], [0.138, 1.890, -4.601], [-2.793, 1.266, -1.116], [3.487, 3.353, 0.495], [2.551, 2.776, 1.920], [3.637, 1.639, 1.062], [1.858, 4.302, -0.944], [0.400, 3.543, -1.676], [0.349, 4.130, 0.013], [-2.461, -4.101, -0.532], [-3.291, -2.585, -0.090], [-2.378, -2.676, -1.611], [-1.321, -4.526, 1.534], [0.015, -3.554, 2.273], [-1.694, -3.074, 2.532], [0.434, 0.341, 3.240], [-0.175, 0.043, 2.012]],
  "forces_ev_per_angstrom": [[0.3, -0.5, -0.6], [-0.7, 0.6, 0.7], [0.3, -0.2, -0.4], [0.2, 0.3, -0.3], [-0.6, -0.5, 0.4], [0.2, 0.7, 0.3], [0.9, -0.7, 0.0], [0.2, -0.3, -0.8], [-0.3, 0.9, 3.8], [0.5, -0.2, -0.9], [0.2, -0.3, -0.1], [2.2, -1.7, 0.6], [-0.5, -0.9, -0.2], [-0.5, 0.8, 0.3], [0.8, 0.4, 0.6], [-0.3, -0.2, -1.2], [-1.4, 1.1, 0.3], [1.1, 0.5, -0.3], [-0.3, -0.5, -1.8], [-0.1, -0.2, 0.0], [0.2, 0.3, 0.0], [-0.1, 0.1, 0.3], [0.0, 0.1, 0.2], [-0.1, 0.3, 0.2], [0.5, 0.0, 0.3], [-0.2, 0.2, -0.5], [-0.8, 0.0, 0.2], [-0.1, -0.3, -0.2], [-0.1, 0.1, 0.4], [-0.3, -0.4, 0.0], [-1.0, 0.4, -0.9], [-0.2, -0.2, 0.1], [0.0, -0.2, -0.2], [0.4, -0.2, 0.0], [-0.2, 0.0, 0.7], [-0.1, -0.5, 0.0], [0.5, 0.7, 0.5], [-0.7, -0.7, 0.8], [-0.1, -0.1, 0.0], [0.0, 0.8, 0.2], [-0.1, -0.4, 0.2], [0.1, -0.1, -0.4], [-0.3, 0.3, -0.1], [-0.3, 0.0, -0.1], [0.2, 0.1, 0.3], [0.2, 0.0, -0.2], [-0.2, 0.1, -0.2], [0.1, -0.1, -0.1], [0.1, -0.1, 0.2], [0.2, 0.3, 0.1], [-0.4, 0.1, -0.1], [0.3, -0.2, -0.1], [0.1, 0.7, 1.3], [0.4, 0.0, -3.0]],
  "mulliken_charge": [-1.076, 1.313, -0.072, 0.897, -0.681, -0.402, -1.670, 1.245, -0.576, 1.377, -1.399, 1.109, -0.177, -0.840, -0.485, -0.680, -0.353, -0.598, -0.526, 0.414, 0.402, 0.410, -1.268, -1.375, 0.442, 0.363, 0.311, 0.322, -1.402, -1.532, 0.197, 0.350, 0.338, 0.319, 0.171, 0.191, 0.204, 0.370, 0.276, -0.136, 0.403, 0.342, 0.322, 0.405, 0.269, 0.381, 0.441, 0.394, 0.323, 0.452, 0.365, 0.373, -0.066, -0.179],
  "e_lumo_ev": [-0.07, -0.07],
  "gap_ev": [3.941, 3.937],
  "e_homo_ha": [-0.1473, -0.1471]
}


{
  "formula": "C18H29N2O4",
  "method": "ωB97M-V with the def2-TZVPD basis set",
  "symbols": ["C", "C", "C", "C", "C", "O", "C", "N", "C", "O", "C", "C", "C", "O", "H", "H", "H", "H", "H", "H", "H", "H", "H", "C", "C", "N", "C", "C", "C", "C", "C", "O", "C", "H", "H", "H", "H", "H", "H", "H", "H", "H", "H", "H", "H", "H", "H", "H", "H", "H", "H", "H", "H"],
  "xyz": [[0.878, -2.864, 0.845], [2.104, -3.216, -0.109], [1.993, -2.268, -1.347], [3.158, -2.334, -2.348], [3.766, -3.426, -2.815], [3.384, -4.716, -2.381], [4.300, -5.090, -1.474], [4.932, -5.281, -0.561], [4.900, -3.347, -3.854], [5.645, -4.247, -4.067], [5.050, -2.054, -4.682], [4.452, -0.949, -4.221], [3.658, -0.982, -2.910], [3.474, 0.054, -2.344], [0.040, -3.551, 0.610], [1.179, -2.871, 1.909], [0.534, -1.847, 0.536], [3.052, -3.135, 0.452], [1.938, -4.253, -0.464], [1.015, -2.390, -1.869], [1.998, -1.224, -0.946], [5.619, -2.058, -5.626], [4.542, 0.001, -4.770], [-4.206, 0.519, 1.179], [-3.761, 1.962, 1.037], [-2.914, 2.497, 2.180], [-3.816, 2.616, 3.396], [-2.480, 3.931, 1.885], [-1.518, 4.142, 0.729], [-1.764, 1.587, 2.617], [-0.704, 1.181, 1.599], [-1.223, 0.352, 0.579], [-0.907, 0.753, -0.749], [-4.830, 0.363, 2.060], [-4.807, 0.252, 0.308], [-3.378, -0.183, 1.221], [-4.642, 2.606, 0.987], [-3.213, 2.108, 0.111], [-4.656, 3.258, 3.140], [-3.240, 3.050, 4.209], [-4.162, 1.624, 3.676], [-2.040, 4.322, 2.803], [-3.401, 4.481, 1.686], [-0.491, 3.944, 1.021], [-1.538, 5.196, 0.448], [-1.764, 3.568, -0.161], [-2.238, 0.687, 3.009], [-1.282, 2.105, 3.448], [0.028, 0.577, 2.148], [-0.141, 2.023, 1.206], [-0.008, 1.368, -0.806], [-1.750, 1.302, -1.178], [-0.764, -0.144, -1.351]],
  "forces_ev_per_angstrom": [[0.6, 0.3, -1.2], [-1.6, -0.1, 0.0], [1.0, 0.5, 0.5], [-0.6, 0.6, -0.3], [0.2, 0.8, -0.7], [1.9, 0.0, 0.5], [-3.2, 0.9, -2.9], [2.0, -0.8, 2.3], [-0.5, 1.5, -0.7], [0.4, -1.3, 0.2], [-0.9, -0.1, 0.9], [-0.1, -0.6, 0.0], [0.8, -0.9, -1.3], [-0.6, 0.6, 0.8], [0.5, 0.3, 0.5], [-0.4, -0.1, -0.6], [0.1, -0.6, 0.7], [-0.4, 0.0, -0.6], [0.5, 0.5, 0.4], [0.7, -0.2, 0.3], [0.0, -0.7, -0.4], [-0.2, -0.3, 0.8], [-0.2, -0.4, 0.6], [0.0, -0.2, 0.3], [-0.1, -0.2, -0.2], [-0.2, 0.3, 0.5], [0.2, -0.2, -0.3], [0.1, -0.1, -0.3], [0.2, 0.1, 0.1], [-0.1, 0.1, -0.3], [0.1, -0.4, 0.0], [0.2, 0.4, 0.0], [-0.3, -0.2, -0.2], [-0.1, 0.0, -0.1], [0.0, 0.1, 0.0], [0.1, 0.1, -0.1], [0.2, 0.1, 0.1], [0.2, -0.1, 0.1], [0.0, 0.0, 0.0], [0.0, 0.0, 0.0], [0.0, 0.1, 0.0], [-0.1, -0.1, 0.0], [0.0, -0.1, 0.1], [0.0, -0.1, -0.1], [-0.2, 0.0, 0.1], [0.0, 0.0, 0.0], [0.0, 0.1, 0.0], [0.0, 0.0, 0.0], [-0.1, 0.1, 0.3], [-0.2, 0.1, -0.1], [0.1, -0.1, 0.1], [0.1, 0.1, -0.1], [0.1, 0.0, 0.1]],
  "mulliken_charge": [-0.775, -0.384, -0.358, 0.003, 0.602, -0.456, 0.408, -0.409, 0.498, -0.468, -0.415, -0.560, 0.207, -0.526, 0.306, 0.343, -0.076, 0.339, 0.196, 0.353, 0.360, 0.413, 0.399, -1.209, -0.310, -0.012, -1.052, -0.364, -1.118, -0.846, -0.510, -0.282, -0.787, 0.351, 0.420, 0.227, 0.527, 0.221, 0.411, 0.429, 0.450, 0.378, 0.438, 0.368, 0.423, 0.255, 0.521, 0.391, 0.366, 0.364, 0.489, 0.282, 0.181],
  "e_lumo_ev": -2.94,
  "total_charge": 1,
  "gap_ev": 9.118,
  "e_homo_ha": -0.4433
}


The records above yield relative energy (zero: lowest compared OMol25 entry of this formula, charge and spin) values of 2.8 0.2 14.6 118.5 kcal/mol, respectively.
The records above yield E_tot values of -2826.32638 -2605.51480 -1684.11789 -1113.37107 hartree, respectively.